Here is C38H68AsBrN3OPSSi4Sn as an isolated structure at a distorted geometry from the Open Molecules 2025 dataset. Energies are from ωB97M-V with the def2-TZVPD basis set.

Positions of all 119 atoms, in Å:
Sn: -2.0803 0.6362 -4.1611
Br: 3.4163 2.5785 1.6262
As: 4.8519 -1.9017 -0.4474
S: -5.5708 5.1974 2.8649
P: -1.4418 1.4799 6.5658
Si: 0.2738 2.4918 -6.3189
Si: -1.4246 0.2576 -6.5228
Si: -3.2781 2.1242 -6.4285
Si: -0.0979 -2.0117 -6.4519
O: 5.5132 -2.8394 -3.6280
N: -3.4684 -4.5655 -0.3190
N: -1.6039 -3.9418 1.1369
N: -7.3249 5.4731 0.7900
C: -5.3166 1.3606 7.1899
C: 6.8133 -0.7945 -2.7993
C: 0.7736 -2.7559 -8.3041
C: -0.5364 2.9909 7.3773
C: 1.5662 -2.3647 -5.6051
C: -3.5825 3.5708 -7.9066
C: -4.0505 3.1965 -4.9465
C: -3.9870 -4.0595 0.9804
C: 4.5047 -0.7814 1.1426
C: 0.1319 -0.1761 8.2542
C: -4.8530 0.9544 -6.6606
C: 1.2168 3.2305 -7.9026
C: -4.1238 -2.6055 -1.5941
C: 0.8216 3.0419 6.9593
C: -6.4939 5.2620 1.5832
C: -0.4302 0.2160 6.9849
C: -0.3504 -0.6698 5.8585
C: -3.1155 0.1035 8.3995
C: 6.3616 -3.2626 1.6283
C: 5.5517 -0.0040 1.9868
C: -4.3410 0.0827 9.0800
C: -2.7594 -4.4857 1.9548
C: -3.9619 -3.9439 -1.6229
C: 1.5608 4.1727 7.1303
C: 1.3581 1.7931 -4.9322
C: 5.3157 -3.5155 0.6492
C: 1.0062 5.1569 7.9427
C: -0.3085 5.2208 8.3449
C: -1.0274 -3.4577 -5.6521
C: 0.9821 -1.2642 8.2746
C: -2.9052 1.0905 7.4090
C: -0.7087 4.1288 -5.6240
C: 0.3002 -1.9488 5.9496
C: 6.6631 -1.5450 -1.4365
C: -5.4601 0.8106 8.4928
C: -1.0853 4.0562 8.0305
C: 1.0067 -2.1542 7.1372
C: -4.0545 1.5717 6.7620
H: -4.1290 3.0160 -8.5844
H: -5.2851 0.4718 -5.7787
H: 0.1538 -2.6929 5.2233
H: 6.2320 -2.5395 2.4688
H: 1.4576 2.4787 -8.6391
H: 0.6833 1.7105 -3.8923
H: -3.5820 -4.3784 -2.6332
H: 1.2047 2.2665 6.3565
H: -4.4549 2.2866 -3.9624
H: -4.5241 -0.6774 9.8350
H: -5.0723 -3.8728 1.1014
H: 7.2087 -2.9732 1.0203
H: 2.1787 2.4680 -4.7695
H: 7.0399 0.2383 -2.5326
H: -6.3332 0.6370 9.0808
H: 5.3868 1.0901 2.0733
H: 5.8478 -4.2251 -0.0482
H: -2.5677 3.6877 -8.3951
H: -4.0032 -1.7260 -0.9602
H: -0.8512 -0.3347 4.8991
H: 6.6157 -2.6393 -3.6980
H: 2.3804 -2.0299 -6.2251
H: 1.6134 -1.6239 9.0927
H: 2.5884 4.2623 6.8235
H: -5.7432 1.5938 -6.9231
H: -2.6295 -3.8711 -0.3255
H: -4.1743 -2.0998 -2.5105
H: -3.9913 4.6145 -7.7717
H: -4.6063 0.3505 -7.5516
H: -1.6632 -3.0481 0.7052
H: -0.6260 6.1164 8.7649
H: 1.5986 -2.0294 -8.4351
H: 1.0977 -3.7616 -8.0999
H: -3.0031 -4.0458 2.8679
H: 3.8978 0.1120 0.9132
H: 5.5694 -0.5473 2.9480
H: 6.5928 -0.1746 1.7390
H: -1.6088 -2.9694 -4.9246
H: -2.1369 4.1660 7.8150
H: 6.7266 -4.1518 2.1711
H: 0.0974 5.5726 -5.7758
H: -0.4348 4.2357 -4.6705
H: -4.1793 2.0649 5.8190
H: -3.3289 3.7343 -4.2251
H: 0.1192 -2.6121 -9.1927
H: 3.9829 -1.5377 1.7723
H: 0.6464 4.1177 -8.1452
H: 2.1310 3.5403 -7.6428
H: 1.4795 -3.4206 -5.6545
H: -1.5594 4.3829 -6.1871
H: -2.4087 -5.5036 2.1897
H: -5.0406 4.1664 -5.2226
H: 1.4738 -3.1560 7.3665
H: 5.4263 -2.2902 -2.8955
H: 7.5583 -1.2319 -3.4781
H: -0.3219 -4.0122 -5.0559
H: -0.0386 0.4005 9.1656
H: 1.5896 5.9747 8.2841
H: 7.0951 -2.5454 -1.4919
H: 1.8466 0.9293 -5.1478
H: 5.8734 -0.7002 -3.4500
H: 1.8389 -2.0892 -4.6346
H: -2.2566 -0.4136 8.7302
H: 7.3822 -1.0815 -0.6756
H: 4.4225 -3.9531 1.1937
H: -1.2419 -4.6464 0.5464
H: -1.5388 -3.8737 -6.3114
H: -5.9498 1.5925 6.3298

Forces on the atoms, in the same order (eV/Å):
0.038 0.294 0.138
-0.130 0.241 -0.092
-0.452 0.086 -0.507
2.279 -0.501 2.485
0.138 4.927 -1.354
-0.709 0.542 -0.120
1.476 1.235 -0.102
-3.726 1.469 0.314
1.686 -1.152 -2.236
5.084 -1.576 -2.711
-0.601 3.067 -1.457
0.728 -0.470 3.709
0.066 -0.378 -0.778
-0.855 -0.726 1.897
-1.718 1.420 0.266
-1.755 2.680 1.059
0.781 -1.681 -0.704
-0.223 1.439 -1.044
3.503 0.109 1.252
-1.607 0.323 3.562
1.414 -2.867 -1.261
0.591 1.488 0.227
0.584 0.418 -1.110
-0.216 1.730 -1.011
-3.322 -2.190 0.822
0.173 -0.045 -1.193
-1.205 0.195 -0.085
-2.439 0.862 -1.669
2.412 -4.724 0.259
0.422 -0.432 0.236
-0.620 2.324 0.456
2.360 0.483 2.288
1.006 -1.454 0.915
-0.788 0.698 -2.545
-0.536 1.691 -3.738
1.607 1.414 1.263
-0.022 -0.014 1.517
-2.769 2.864 2.424
-0.800 -1.011 -0.938
-0.036 0.932 0.364
0.643 -3.516 -1.492
4.495 4.831 4.748
-0.215 -1.423 -1.630
-2.259 -0.793 0.339
4.239 1.096 -4.486
-0.328 2.656 2.351
1.424 0.250 2.127
1.547 -1.903 -0.060
-0.599 2.021 -0.982
-0.080 -0.953 0.916
0.745 0.037 -0.090
-1.481 -0.948 -1.600
0.860 -0.637 -0.062
0.211 -0.735 -0.958
-0.345 -0.154 -1.037
-0.742 -0.005 -0.765
1.914 0.136 -2.688
-1.417 0.117 2.055
0.436 -0.953 -0.550
0.578 2.721 -3.113
-0.041 0.515 0.259
0.881 -0.409 0.304
0.715 0.547 0.351
0.343 0.751 0.557
0.470 -0.017 -0.349
-1.049 0.336 -0.326
-0.338 -0.931 -0.014
-1.399 0.190 0.363
-0.956 0.094 0.291
-0.395 -1.218 1.546
0.716 -0.525 1.272
-4.859 -1.507 -0.285
0.365 0.030 -0.373
-0.591 0.570 0.143
0.096 -0.082 -0.316
0.915 -0.174 -0.166
-1.278 -2.800 0.004
-0.376 0.079 -2.002
0.281 -1.436 0.616
-0.510 -0.417 0.677
-0.104 0.767 0.199
-1.038 1.118 0.887
-0.121 -0.665 0.096
0.139 -0.320 -0.158
0.539 1.275 1.621
-0.806 -0.958 -0.477
-0.326 0.903 0.291
0.406 0.051 -0.854
-1.468 0.443 1.035
-0.655 -0.066 1.194
-0.350 -0.204 -0.314
-1.499 -3.598 -0.369
-0.719 0.151 4.225
1.754 0.434 -0.599
-0.917 -0.470 -1.442
0.331 -0.580 0.625
0.024 0.745 -0.439
-0.244 -0.197 -0.758
3.592 1.438 1.657
0.394 -1.051 -0.069
-1.418 0.420 0.409
-1.043 -0.124 -0.620
2.980 -3.412 0.772
-0.250 1.211 -0.669
-1.345 1.085 2.079
0.264 0.364 0.472
0.159 -0.657 -0.381
0.103 0.149 -0.426
0.831 0.766 -0.184
-0.243 -0.269 -0.244
0.810 -3.062 -0.592
1.253 -0.032 1.203
-0.034 0.492 1.749
0.558 -0.809 0.473
-1.046 -0.189 -1.003
0.606 0.411 -1.352
0.438 -0.441 -0.432
-4.649 -4.338 -5.419
-1.345 0.065 1.440

Properties
**E**: -8649.067127 a.u.
**Kohn-Sham gap (alpha / beta)**: 3.64 / 3.18 eV
**Relative energy (zero: lowest compared OMol25 entry of this formula, charge and spin)**: 7.0687 eV
**Lowest unoccupied orbital energy (alpha / beta)**: 1.625 / 1.159 eV
**Net charge**: -2